{
  "formula": "C2H2F2LiORu",
  "method": "ωB97M-V/def2-TZVPD",
  "homo_energy_ha": [-0.9150, -0.9694],
  "spin_multiplicity": 7,
  "lumo_energy_ha": [-0.5103, -0.6973],
  "charge": 3,
  "orbital_gap_ha": [0.405, 0.272],
  "elements": ["F", "O", "Ru", "Li", "C", "C", "H", "F", "H"],
  "xyz": [[-2.015, 1.303, 1.617], [0.658, -0.478, -0.252], [-1.064, 0.235, 0.590], [-2.543, 2.568, 2.683], [1.673, 0.047, -1.007], [2.876, 0.351, -0.576], [3.498, 0.908, -1.285], [1.304, -0.117, -2.267], [3.109, 0.304, 0.486]]
}

{
  "formula": "C2H2F2LiOSm",
  "method": "ωB97M-V/def2-TZVPD",
  "homo_energy_ha": [-0.8312, -0.8839],
  "spin_multiplicity": 7,
  "lumo_energy_ha": [-0.6357, -0.5524],
  "relative_energy_ev": 0.0000,
  "charge": 3,
  "orbital_gap_ha": [0.195, 0.332],
  "elements": ["F", "O", "Sm", "Li", "C", "C", "H", "F", "H"],
  "xyz": [[-1.276, -0.172, 2.851], [-0.311, 0.028, 0.338], [0.538, -0.538, 2.528], [-2.304, 0.424, 1.514], [-0.189, -0.030, -0.921], [1.038, -0.043, -1.576], [-0.593, 0.813, -1.637], [1.530, -1.169, -0.914], [1.566, 0.687, -2.183]]
}

{
  "formula": "C2H2F2NO3",
  "method": "ωB97M-V/def2-TZVPD",
  "homo_energy_ha": [-0.0134, -0.2016],
  "spin_multiplicity": 3,
  "lumo_energy_ha": [0.1563, 0.1028],
  "charge": -1,
  "orbital_gap_ha": [0.170, 0.304],
  "elements": ["C", "C", "N", "O", "O", "O", "F", "F", "H", "H"],
  "xyz": [[0.001, -1.941, -0.311], [0.310, 1.545, 0.056], [-0.706, 0.158, 0.765], [-0.683, -1.534, -1.199], [0.594, -2.930, -0.068], [0.114, -0.929, 0.871], [-0.067, 1.891, -1.157], [0.068, 2.556, 0.900], [1.443, 1.315, 0.293], [-1.074, -0.131, -0.151]]
}

{
  "formula": "C2H2F2O2P",
  "method": "ωB97M-V/def2-TZVPD",
  "homo_energy_ha": -0.0567,
  "lumo_energy_ha": 0.1340,
  "relative_energy_ev": 2.2310,
  "charge": -1,
  "orbital_gap_ha": 0.191,
  "elements": ["C", "C", "O", "O", "F", "F", "P", "H", "H"],
  "xyz": [[3.532, 0.511, 0.320], [0.836, -1.267, 0.356], [4.198, 0.307, 1.208], [2.972, 0.893, -0.629], [0.474, -2.532, -0.060], [2.293, -1.300, 0.146], [0.100, 0.010, -0.691], [0.046, 0.923, 0.300], [-1.237, -0.300, -0.108]]
}

Question: Look up the charge of the fourth one.
Answer: -1